# 1
{
  "formula": "CH9N3",
  "method": "ωB97M-V with the def2-TZVPD basis set",
  "species": ["N", "H", "H", "H", "N", "C", "N", "H", "H", "H", "H", "H", "H"],
  "coordinates": [[-2.0887, 0.3051, -1.4442], [-2.6215, -0.5630, -1.5185], [-2.6928, 1.0912, -1.6985], [-1.3689, 0.3070, -2.1768], [1.9229, -0.0491, 1.7057], [0.8503, 0.1747, 0.7407], [0.5175, -0.8618, -0.1979], [1.8616, -0.9370, 2.1632], [1.9105, 0.7240, 2.3638], [1.0536, 1.1111, 0.1941], [-0.0745, 0.3988, 1.2965], [-0.4419, -0.6732, -0.4857], [1.1720, -1.0279, -0.9424]],
  "forces_ev_per_angstrom": [[0.30, 0.34, 0.07], [-0.13, 0.05, -0.26], [-0.18, -0.16, 0.16], [-0.09, -0.21, -0.07], [0.73, 0.25, -0.93], [-0.93, 1.17, -0.12], [0.03, -0.80, 1.49], [-0.33, -0.31, 0.33], [0.04, -0.36, 0.07], [0.36, 0.03, 0.31], [-0.07, -0.19, -0.35], [0.34, -0.19, -0.44], [-0.07, 0.38, -0.27]],
  "lowdin_spin": [0.36, 0.11, 0.13, 0.12, 0.01, 0.10, 0.04, 0.00, 0.01, 0.03, 0.02, 0.03, 0.03],
  "total_charge": -1,
  "homo_ha": [0.0464, -0.1879],
  "homo_lumo_gap_ev": [3.02, 9.25],
  "s2": 0.75,
  "spin_multiplicity": 2,
  "e_above_lowest_kcal_mol": 3.7,
  "e_lumo_ev": [4.28, 4.14]
}

***

# 2
{
  "formula": "C5H3N3",
  "method": "ωB97M-V with the def2-TZVPD basis set",
  "species": ["C", "C", "C", "N", "C", "C", "N", "N", "H", "H", "H"],
  "coordinates": [[3.1856, -0.1948, 0.0640], [1.9814, -0.1386, -0.0146], [0.5283, -0.0816, -0.0802], [-0.1048, 1.0674, -0.0457], [-1.4266, 0.9632, -0.0116], [-2.0289, -0.2879, 0.0580], [-1.2921, -1.4372, -0.0072], [-0.0069, -1.3366, -0.0847], [4.2285, 0.0102, 0.0159], [-2.0079, 1.8853, -0.0690], [-3.0567, -0.4493, 0.1750]],
  "forces_ev_per_angstrom": [[-1.15, 0.64, -0.36], [0.58, 0.36, -0.03], [1.17, -1.56, 0.54], [-0.07, 0.27, -0.24], [-0.51, -0.40, -0.10], [1.94, -0.56, -0.19], [-1.10, 1.11, 0.18], [0.22, 0.75, -0.18], [0.10, -0.37, 0.17], [0.13, -0.24, 0.19], [-1.32, 0.00, 0.02]],
  "lowdin_charge": [0.13, -0.05, -0.36, 0.14, -0.10, -0.08, 0.03, 0.07, 0.03, 0.11, 0.08],
  "homo_ha": -0.3560,
  "smiles": "C#Cc1nccnn1",
  "homo_lumo_gap_ev": 9.44,
  "e_above_lowest_kcal_mol": 57.8,
  "e_lumo_ev": -0.25
}

***

# 3
{
  "formula": "C5H12N",
  "method": "ωB97M-V with the def2-TZVPD basis set",
  "species": ["C", "C", "C", "C", "C", "N", "H", "H", "H", "H", "H", "H", "H", "H", "H", "H", "H", "H"],
  "coordinates": [[-0.2969, 1.0029, -1.9454], [0.0363, 0.6118, -0.5314], [1.0414, -0.5474, -0.3659], [0.9564, -0.8204, 1.1469], [-0.4442, -0.3329, 1.5845], [-1.0903, 0.0338, 0.2600], [0.5926, 1.2571, -2.5110], [-1.0316, 1.8092, -1.9586], [-0.7562, 0.1493, -2.4576], [0.4112, 1.4716, 0.0274], [0.7205, -1.3350, -1.0493], [2.0194, -0.2007, -0.6897], [1.7224, -0.2369, 1.6552], [1.1758, -1.8400, 1.4580], [-0.4477, 0.5515, 2.2142], [-1.0804, -1.0637, 2.0728], [-1.3172, -0.8563, -0.1948], [-1.9843, 0.5309, 0.2839]],
  "forces_ev_per_angstrom": [[-0.96, -0.63, 0.02], [1.13, 0.04, -0.32], [-0.29, 1.08, -0.05], [0.33, -0.09, 0.25], [-0.39, -0.14, -0.07], [-0.34, -0.63, -0.03], [0.09, 0.24, 0.12], [0.23, 0.16, -0.17], [0.05, 0.04, -0.06], [-0.20, 0.04, 0.10], [0.10, -0.37, 0.28], [0.11, -0.21, 0.09], [-0.09, 0.19, -0.03], [-0.33, -0.12, -0.25], [0.17, 0.13, -0.12], [0.10, -0.23, -0.02], [-0.09, 0.06, -0.05], [0.36, 0.43, 0.31]],
  "lowdin_charge": [-0.02, -0.34, -0.12, -0.13, -0.08, 0.08, 0.10, 0.09, 0.10, 0.16, 0.13, 0.13, 0.12, 0.12, 0.13, 0.13, 0.18, 0.20],
  "total_charge": 1,
  "homo_ha": -0.5974,
  "smiles": "C[C@@H]1CCC[NH2+]1",
  "homo_lumo_gap_ev": 12.99,
  "e_above_lowest_kcal_mol": 4.2,
  "e_lumo_ev": -3.27
}

***

# 4
{
  "formula": "C3H6Cl2Si",
  "method": "ωB97M-V with the def2-TZVPD basis set",
  "species": ["C", "C", "Si", "C", "Cl", "Cl", "H", "H", "H", "H", "H", "H"],
  "coordinates": [[0.6361, -1.2686, -1.1007], [0.1205, -0.1990, -0.3351], [1.0054, 0.7623, 1.1521], [-1.3899, 0.1009, -0.3997], [-1.6469, 1.8941, -0.6455], [-2.2509, -0.3714, 1.1350], [1.8192, -1.3926, -1.0371], [0.0549, -1.8078, -1.7890], [0.0649, 0.4392, 2.3699], [1.1392, 2.1995, 0.6984], [2.2600, 0.0307, 1.1557], [-1.8127, -0.3873, -1.2039]],
  "forces_ev_per_angstrom": [[2.23, 4.27, 3.23], [0.24, -2.04, -0.34], [-1.56, -0.83, -1.13], [1.74, 1.16, 1.69], [0.07, -0.84, -0.01], [0.23, -0.02, -0.91], [-2.88, -0.15, -0.24], [-0.59, -0.73, -0.83], [1.23, 0.67, -1.02], [0.01, -0.61, 0.62], [0.58, 0.07, 0.42], [-1.31, -0.94, -1.48]],
  "lowdin_charge": [0.01, -0.54, 0.65, -1.05, 0.51, 0.51, 0.09, 0.03, -0.06, -0.07, -0.09, 0.02],
  "homo_ha": -0.3695,
  "smiles": "C=C([SiH3])C(Cl)Cl",
  "homo_lumo_gap_ev": 10.67,
  "e_above_lowest_kcal_mol": 107.7,
  "e_lumo_ev": 0.62
}

***

# 5
{
  "formula": "C3H35NO16",
  "method": "ωB97M-V with the def2-TZVPD basis set",
  "species": ["C", "N", "C", "C", "O", "O", "H", "H", "H", "H", "H", "H", "H", "H", "H", "O", "H", "H", "O", "H", "H", "O", "H", "H", "O", "H", "H", "O", "H", "H", "O", "H", "H", "O", "H", "H", "O", "H", "H", "O", "H", "H", "O", "H", "H", "O", "H", "H", "O", "H", "H", "O", "H", "H", "O"],
  "coordinates": [[-1.2724, -1.2526, -1.3355], [-0.5339, -0.8373, -0.1933], [-1.3439, -0.5344, 1.0425], [-1.7300, 0.9445, 0.9567], [-2.9417, 1.1392, 0.2172], [-0.6892, -1.0328, -2.4074], [-2.0255, -1.9838, -1.0727], [0.2981, -0.3317, -0.4197], [-2.2389, -1.2379, 1.1165], [-0.5994, -0.6357, 1.8580], [-1.9897, 1.3028, 1.9690], [-1.1068, 1.7245, 0.5399], [-2.8648, 1.6686, -0.6347], [-0.0449, -5.0240, -1.2267], [1.1619, -4.6862, -0.2203], [0.8158, -4.5855, -1.1186], [1.9364, -1.6691, -2.3820], [1.4192, -2.9362, -1.8393], [1.6919, -2.0392, -1.5115], [-1.4000, 0.1520, -5.3152], [-1.2672, -0.5016, -3.8488], [-1.7727, 0.1138, -4.4404], [2.5842, 3.4274, 1.6072], [2.3902, 3.0717, 2.9943], [1.9863, 3.6475, 2.3203], [-3.5058, 0.1530, -1.8280], [-4.9078, 0.3933, -1.1638], [-4.3787, -0.2714, -1.7615], [3.4889, 1.7070, 3.6087], [3.5655, 1.2964, 2.0866], [4.0272, 1.8461, 2.8068], [4.1512, -0.9228, 1.5771], [3.3618, -1.7832, 2.4924], [3.8097, -0.9392, 2.4664], [2.7461, -0.3906, 0.6717], [2.4380, 0.8328, -0.2583], [3.1265, 0.4301, 0.3075], [0.7648, -0.2324, 4.7899], [1.0906, -1.1948, 3.9518], [0.6950, -0.3233, 3.8206], [-0.5711, 2.6128, -1.2447], [0.0199, 3.0883, -2.4689], [0.1025, 3.2770, -1.5294], [-2.1143, 1.0781, -2.9761], [-2.5569, 2.5902, -3.2067], [-2.2357, 1.9534, -2.5627], [3.2218, -3.7159, 1.0175], [2.7680, -2.4060, 0.0623], [3.2220, -2.7490, 0.9041], [0.4713, 3.9559, 0.1592], [-0.0130, 4.4680, 1.5484], [-0.3529, 4.0931, 0.7270], [-4.6718, -2.4131, 0.4981], [-4.1418, -1.7981, -0.8935], [-4.0838, -2.5393, -0.2581]],
  "forces_ev_per_angstrom": [[5.38, 0.82, 1.91], [-4.39, -1.70, -0.89], [1.97, 0.62, -0.97], [-2.20, 0.92, 0.82], [-0.92, 0.09, -1.60], [-1.79, -0.43, -0.11], [-0.93, 0.19, -0.43], [0.20, 0.41, 0.06], [1.28, 1.05, -0.12], [-0.94, -0.16, -0.02], [0.32, -0.20, -0.16], [1.44, -0.60, 0.32], [0.61, -0.76, 1.65], [0.56, 0.16, 0.51], [-0.63, -0.17, -0.29], [-0.04, -0.17, -0.28], [0.05, 0.44, 0.78], [-0.10, 0.61, 1.14], [0.59, -0.96, -1.57], [0.30, -0.13, -0.23], [-0.14, 0.17, -0.67], [-0.25, -0.34, 0.49], [0.21, 0.19, -0.48], [-0.35, 0.57, -0.23], [0.02, -0.27, 0.61], [-0.56, -0.07, 0.12], [1.67, -1.96, -1.61], [-1.37, 1.92, 1.22], [0.57, -0.43, -0.53], [0.98, 0.82, 1.54], [-1.21, -0.66, -0.83], [0.67, -0.11, -0.09], [0.04, -0.19, -0.08], [-0.05, 0.58, 1.21], [-0.13, 0.70, -0.12], [0.54, -0.30, 0.37], [-0.80, 0.10, -0.50], [-0.69, 1.54, -0.14], [0.20, -0.63, -1.60], [0.52, -0.86, 1.76], [0.55, 0.98, 0.16], [0.43, 0.34, -0.35], [-0.67, -1.57, -0.64], [0.03, 0.80, -0.88], [-0.05, -0.40, -0.21], [-0.02, -0.08, 1.22], [-0.20, 0.71, -0.80], [0.59, -1.50, 1.03], [-0.79, -0.19, -1.26], [-1.85, 0.43, 1.18], [0.07, -0.27, 0.00], [1.44, 0.08, -0.58], [0.10, 0.34, -0.56], [-0.65, 0.18, 0.56], [0.42, -0.64, 0.18]],
  "lowdin_charge": [-0.24, 0.05, -0.11, -0.22, -0.12, -0.05, 0.12, 0.10, 0.14, 0.09, 0.12, 0.09, 0.07, 0.07, 0.05, -0.05, 0.08, 0.04, -0.09, 0.04, 0.01, -0.08, 0.03, 0.02, -0.06, 0.00, 0.13, -0.09, 0.04, 0.03, -0.10, 0.01, 0.01, -0.08, 0.02, 0.07, -0.05, 0.05, 0.04, -0.06, 0.02, 0.04, -0.09, 0.00, 0.08, -0.06, 0.06, 0.05, -0.09, 0.04, 0.02, -0.11, 0.04, -0.02, -0.09],
  "homo_ha": -0.3504,
  "homo_lumo_gap_ev": 9.34,
  "e_above_lowest_kcal_mol": 132.2,
  "e_lumo_ev": -0.20
}

***

# 6
{
  "formula": "Ag2FH4O2",
  "method": "ωB97M-V with the def2-TZVPD basis set",
  "species": ["Ag", "Ag", "F", "O", "H", "H", "O", "H", "H"],
  "coordinates": [[-18.6187, 11.7903, 25.9872], [-12.7287, 14.3853, 29.9799], [-15.0826, 12.3851, 27.4624], [-19.4027, 13.8954, 29.3278], [-18.6202, 14.0998, 29.8400], [-19.9810, 14.6460, 29.4633], [-12.9074, 12.3274, 23.2580], [-13.0299, 13.1686, 22.8178], [-13.2980, 12.4502, 24.1232]],
  "forces_ev_per_angstrom": [[-0.48, -0.11, 0.07], [0.27, 0.13, 0.36], [-0.01, 0.01, -0.01], [0.27, -0.48, -0.57], [0.26, 0.06, 0.43], [-0.56, 0.40, 0.09], [0.71, -1.42, -0.54], [0.04, 1.55, -1.36], [-0.50, -0.14, 1.54]],
  "lowdin_spin": [0.00, 0.00, 1.00, 0.17, 0.00, 0.00, 0.80, 0.01, 0.01],
  "total_charge": 3,
  "homo_ha": [-0.7760, -0.7084],
  "homo_lumo_gap_ev": [9.06, 1.60],
  "s2": 2.01,
  "spin_multiplicity": 3,
  "e_above_lowest_kcal_mol": 0.0,
  "e_lumo_ev": [-12.06, -17.67]
}